1.
72
Properties=species:S:1:pos:R:3 method="wB97M-V/def2-TZVPD" fmax_ha_per_bohr=0.0146 charge=+3 lumo_ha=-0.3552
Ta -0.29 -0.98 -0.15
Cl -3.46 2.01 1.07
Cl -0.55 1.98 -3.87
Cl -2.26 4.77 1.63
Cl -0.20 6.05 -0.38
Cl 0.54 4.44 -3.02
F 4.87 2.45 5.61
O 0.69 0.64 2.82
O 0.55 0.71 0.49
O 1.15 -1.18 1.43
O 2.34 2.37 6.74
N -1.43 -1.86 1.65
N 1.58 -1.58 -1.28
N 1.49 1.50 4.81
N -0.09 -3.24 -0.34
N 2.84 1.13 2.98
N -0.47 -0.46 -2.14
N -2.19 -0.40 -0.39
C 0.69 -0.07 -2.74
C -1.84 3.94 0.20
C 3.01 -1.17 -3.25
C -2.04 0.18 -3.98
C 0.86 1.01 -3.53
C -2.05 1.94 -1.25
C -0.67 3.84 -1.83
C -2.37 2.67 -0.09
C 3.97 1.59 3.66
C 1.31 0.15 1.48
C 1.65 1.10 3.56
C -4.04 0.53 -1.90
C 1.83 -0.96 -2.37
C 2.76 0.67 1.60
C -1.72 0.00 -2.69
C -3.30 -1.10 0.28
C -1.10 -3.98 0.46
C 2.55 2.01 5.63
C -2.56 0.49 -1.54
C 1.32 -3.65 -0.04
C -1.19 -3.32 1.82
C 0.11 3.48 -4.41
C -1.22 2.63 -2.08
C -2.85 -1.42 1.69
C 3.85 2.01 4.92
C 2.31 -2.76 -0.82
C -0.94 4.55 -0.68
H -1.97 -3.77 2.42
H -4.13 1.06 -2.85
H 3.14 -2.48 -0.18
H 3.28 -0.25 -3.77
H -2.90 -0.52 2.29
H -3.56 -2.01 -0.27
H 2.75 -1.90 -4.03
H 1.74 1.43 -4.00
H -1.30 -0.22 -4.69
H -4.42 -0.47 -2.07
H -0.25 -3.44 2.37
H 1.47 -3.54 1.03
H -0.75 3.96 -4.89
H -0.27 -3.45 -1.33
H 3.87 -1.54 -2.71
H -3.48 -2.18 2.15
H 3.46 -0.14 1.42
H -2.06 -3.92 -0.06
H 1.45 -4.70 -0.30
H -0.95 -1.41 2.43
H -4.20 -0.49 0.32
H 2.71 -3.30 -1.68
H 4.91 1.59 3.13
H 2.92 1.49 0.91
H -0.84 -5.03 0.55
H -4.64 1.03 -1.15
H 0.57 1.47 5.24

=====

2.
60
Properties=species:S:1:pos:R:3 method="wB97M-V/def2-TZVPD" fmax_ha_per_bohr=0.0200 charge=0 lumo_ha=0.0149
O 1.42 2.49 -0.80
O -0.78 -4.50 -0.93
O 3.06 -0.69 2.29
N -2.35 2.60 0.63
N -0.66 3.40 -0.77
N -2.10 0.90 2.12
C 0.11 -1.01 -0.67
C -1.55 1.62 1.23
C -0.96 -5.64 -0.12
C 3.73 1.97 -0.83
C 3.25 0.09 1.37
C 0.34 -0.84 0.69
C -4.62 1.52 -1.10
C 2.15 0.83 0.75
C 4.64 0.39 0.85
C -5.75 -0.59 -1.04
C -3.76 2.62 0.99
C 4.67 0.77 -0.63
C 0.19 -1.93 1.53
C -0.41 -3.33 -0.33
C -1.86 3.41 -0.32
C 0.75 0.52 1.22
C -0.19 1.58 0.72
C 0.18 2.45 -0.25
C -0.26 -2.23 -1.18
C -4.48 1.50 0.28
C -5.61 -0.63 0.34
C -0.18 -3.17 1.03
C 4.20 -0.41 -1.49
C -5.26 0.48 -1.75
C 2.38 1.72 -0.24
C 6.09 1.16 -1.04
C -4.97 0.41 1.00
H -1.75 -5.49 0.62
H -4.23 2.36 -1.66
H 6.11 1.45 -2.09
H 5.03 1.22 1.45
H -6.24 -1.41 -1.55
H 4.17 2.85 -0.34
H -5.36 0.51 -2.83
H -3.82 2.48 2.07
H 4.21 -0.15 -2.54
H -1.49 0.20 2.52
H 3.61 2.21 -1.88
H 0.22 -0.17 -1.35
H -1.25 -6.44 -0.80
H 4.86 -1.27 -1.34
H -5.99 -1.47 0.90
H -0.03 -5.91 0.39
H -4.84 0.38 2.07
H -2.53 4.16 -0.73
H -4.18 3.59 0.71
H 5.27 -0.48 1.05
H 6.76 0.32 -0.91
H -0.44 -2.37 -2.23
H 3.19 -0.72 -1.21
H 0.39 -1.82 2.58
H 0.75 0.48 2.32
H 6.45 1.99 -0.45
H -0.28 -3.99 1.72

=====

3.
60
Properties=species:S:1:pos:R:3 method="wB97M-V/def2-TZVPD" smiles="Cc1ccc(CNC(=O)[C@@H](Cc2c[nH]c3ccccc23)NC(=O)OCc2ccccc2)cc1" fmax_ha_per_bohr=0.0131 charge=0 lumo_ha=0.0242
O -1.10 0.65 2.63
O -2.34 -2.28 -0.81
O -4.19 -1.56 0.29
N 0.89 0.37 1.61
N 3.20 -2.05 3.49
N -2.21 -1.40 1.28
C 1.77 2.52 0.91
C -2.86 -1.78 0.16
C -4.37 1.36 -2.71
C -4.60 0.98 -4.02
C 1.22 -2.40 2.50
C -4.83 -0.87 -1.97
C 0.71 3.06 0.19
C -0.25 -2.50 2.27
C 4.70 -2.37 1.51
C -5.06 -1.26 -3.28
C 3.48 -2.31 2.18
C 3.47 -2.89 -0.50
C -0.77 -1.36 1.36
C 0.95 3.89 -0.89
C 3.07 2.82 0.52
C 4.67 -2.65 0.17
C 1.50 1.60 2.07
C 2.25 4.20 -1.28
C 2.26 -2.84 0.16
C -4.97 -1.88 -0.85
C 2.25 -2.54 1.52
C -4.49 0.44 -1.69
C -0.36 -0.01 1.93
C 3.30 3.66 -0.56
C -4.94 -0.33 -4.30
C 2.49 5.11 -2.44
C 1.85 -2.10 3.68
H -6.00 -1.91 -0.49
H 5.63 -2.19 2.03
H -5.32 -2.28 -3.50
H -2.70 -0.86 1.98
H 5.60 -2.70 -0.39
H 3.90 2.41 1.07
H 3.49 -3.12 -1.56
H -5.12 -0.64 -5.33
H 3.50 5.00 -2.82
H -4.50 1.70 -4.83
H 1.33 -3.04 -0.37
H 4.32 3.88 -0.85
H 1.78 4.92 -3.24
H -0.50 -3.45 1.79
H 1.42 -1.92 4.64
H 2.36 6.15 -2.13
H -4.10 2.38 -2.49
H -4.69 -2.88 -1.22
H 2.42 1.37 2.61
H -0.77 -2.44 3.23
H 3.88 -1.87 4.21
H 0.11 4.30 -1.44
H 0.78 2.05 2.76
H -0.30 2.83 0.49
H 1.45 -0.22 1.00
H -4.31 0.74 -0.67
H -0.38 -1.49 0.34

=====

What did the second record say?
60
Properties=species:S:1:pos:R:3 method="wB97M-V/def2-TZVPD" fmax_ha_per_bohr=0.0200 charge=0 lumo_ha=0.0149
O 1.42 2.49 -0.80
O -0.78 -4.50 -0.93
O 3.06 -0.69 2.29
N -2.35 2.60 0.63
N -0.66 3.40 -0.77
N -2.10 0.90 2.12
C 0.11 -1.01 -0.67
C -1.55 1.62 1.23
C -0.96 -5.64 -0.12
C 3.73 1.97 -0.83
C 3.25 0.09 1.37
C 0.34 -0.84 0.69
C -4.62 1.52 -1.10
C 2.15 0.83 0.75
C 4.64 0.39 0.85
C -5.75 -0.59 -1.04
C -3.76 2.62 0.99
C 4.67 0.77 -0.63
C 0.19 -1.93 1.53
C -0.41 -3.33 -0.33
C -1.86 3.41 -0.32
C 0.75 0.52 1.22
C -0.19 1.58 0.72
C 0.18 2.45 -0.25
C -0.26 -2.23 -1.18
C -4.48 1.50 0.28
C -5.61 -0.63 0.34
C -0.18 -3.17 1.03
C 4.20 -0.41 -1.49
C -5.26 0.48 -1.75
C 2.38 1.72 -0.24
C 6.09 1.16 -1.04
C -4.97 0.41 1.00
H -1.75 -5.49 0.62
H -4.23 2.36 -1.66
H 6.11 1.45 -2.09
H 5.03 1.22 1.45
H -6.24 -1.41 -1.55
H 4.17 2.85 -0.34
H -5.36 0.51 -2.83
H -3.82 2.48 2.07
H 4.21 -0.15 -2.54
H -1.49 0.20 2.52
H 3.61 2.21 -1.88
H 0.22 -0.17 -1.35
H -1.25 -6.44 -0.80
H 4.86 -1.27 -1.34
H -5.99 -1.47 0.90
H -0.03 -5.91 0.39
H -4.84 0.38 2.07
H -2.53 4.16 -0.73
H -4.18 3.59 0.71
H 5.27 -0.48 1.05
H 6.76 0.32 -0.91
H -0.44 -2.37 -2.23
H 3.19 -0.72 -1.21
H 0.39 -1.82 2.58
H 0.75 0.48 2.32
H 6.45 1.99 -0.45
H -0.28 -3.99 1.72

=====

What did the first record say?
72
Properties=species:S:1:pos:R:3 method="wB97M-V/def2-TZVPD" fmax_ha_per_bohr=0.0146 charge=+3 lumo_ha=-0.3552
Ta -0.29 -0.98 -0.15
Cl -3.46 2.01 1.07
Cl -0.55 1.98 -3.87
Cl -2.26 4.77 1.63
Cl -0.20 6.05 -0.38
Cl 0.54 4.44 -3.02
F 4.87 2.45 5.61
O 0.69 0.64 2.82
O 0.55 0.71 0.49
O 1.15 -1.18 1.43
O 2.34 2.37 6.74
N -1.43 -1.86 1.65
N 1.58 -1.58 -1.28
N 1.49 1.50 4.81
N -0.09 -3.24 -0.34
N 2.84 1.13 2.98
N -0.47 -0.46 -2.14
N -2.19 -0.40 -0.39
C 0.69 -0.07 -2.74
C -1.84 3.94 0.20
C 3.01 -1.17 -3.25
C -2.04 0.18 -3.98
C 0.86 1.01 -3.53
C -2.05 1.94 -1.25
C -0.67 3.84 -1.83
C -2.37 2.67 -0.09
C 3.97 1.59 3.66
C 1.31 0.15 1.48
C 1.65 1.10 3.56
C -4.04 0.53 -1.90
C 1.83 -0.96 -2.37
C 2.76 0.67 1.60
C -1.72 0.00 -2.69
C -3.30 -1.10 0.28
C -1.10 -3.98 0.46
C 2.55 2.01 5.63
C -2.56 0.49 -1.54
C 1.32 -3.65 -0.04
C -1.19 -3.32 1.82
C 0.11 3.48 -4.41
C -1.22 2.63 -2.08
C -2.85 -1.42 1.69
C 3.85 2.01 4.92
C 2.31 -2.76 -0.82
C -0.94 4.55 -0.68
H -1.97 -3.77 2.42
H -4.13 1.06 -2.85
H 3.14 -2.48 -0.18
H 3.28 -0.25 -3.77
H -2.90 -0.52 2.29
H -3.56 -2.01 -0.27
H 2.75 -1.90 -4.03
H 1.74 1.43 -4.00
H -1.30 -0.22 -4.69
H -4.42 -0.47 -2.07
H -0.25 -3.44 2.37
H 1.47 -3.54 1.03
H -0.75 3.96 -4.89
H -0.27 -3.45 -1.33
H 3.87 -1.54 -2.71
H -3.48 -2.18 2.15
H 3.46 -0.14 1.42
H -2.06 -3.92 -0.06
H 1.45 -4.70 -0.30
H -0.95 -1.41 2.43
H -4.20 -0.49 0.32
H 2.71 -3.30 -1.68
H 4.91 1.59 3.13
H 2.92 1.49 0.91
H -0.84 -5.03 0.55
H -4.64 1.03 -1.15
H 0.57 1.47 5.24